Density functional theory data (wB97M-V/def2-TZVPD) for a cluster of 3 separate species, C35H71F2N10O7P2S in total at a distorted geometry.

As for the gap between HOMO and LUMO: 5.6 eV. As for the energy relative to the best compared isomer or geometry (same formula, charge and spin): 0.0 kcal per mole. The total charge is +1.

Structure (XYZ):
```
128
Properties=species:S:1:pos:R:3:forces:R:3
C 2.3511 1.9958 4.3328 0.106 0.460 -1.114
O 2.8584 0.6725 4.2039 -0.752 0.203 0.599
C 1.8223 -0.2795 4.0848 0.289 -0.233 -1.111
C 1.2221 -0.2346 2.6593 -1.379 0.108 0.559
C 0.0751 -1.2863 2.4997 1.122 -0.355 0.288
C 0.1347 -2.1102 1.1751 -0.788 0.096 1.077
C -0.9011 -1.7422 0.1079 -0.727 0.503 -1.447
N -0.8501 -2.5411 -1.1421 1.028 -1.295 0.919
C 0.3664 -3.3729 -1.2678 0.720 -0.100 -0.185
C -1.9714 -3.4763 -1.2692 -1.349 -0.982 -0.110
C -3.1695 -3.1617 -2.1764 0.081 0.361 0.758
O -1.9767 -4.5500 -0.7089 0.613 0.814 -0.134
N -2.3190 -1.8970 0.5763 -1.034 0.582 -0.450
F -2.5150 -2.6327 1.7357 -0.034 -0.099 0.109
C -2.9574 -0.6369 0.7157 2.637 -0.428 1.021
N -4.2228 -0.4465 0.8626 -0.090 -0.483 -0.124
C -5.2140 -1.5506 0.8773 -0.113 0.143 0.942
C -5.8497 -1.6197 2.2986 0.074 0.333 -1.053
O -6.9950 -0.7535 2.3527 0.665 0.728 -0.116
C -6.7054 0.4722 2.9346 -0.711 -0.156 1.909
O -6.9154 0.6550 4.1015 0.303 -0.023 -1.189
N -1.9520 0.2879 0.7245 -1.594 1.176 -1.453
C -2.2974 1.6962 0.8139 -0.954 0.367 0.857
O -3.0181 2.1708 -0.3114 0.730 -0.022 0.359
C -2.7253 3.5120 -0.5570 0.028 0.806 -0.282
C -2.2785 3.9210 -1.7911 0.054 -0.532 -0.803
C -2.0347 5.2628 -2.0228 0.196 0.470 -0.811
C -2.2062 6.2324 -1.0558 -0.040 -0.133 0.364
C -2.6282 5.8128 0.1992 0.126 0.772 -0.107
C -2.8759 4.4807 0.4236 -0.489 -0.953 1.188
C -1.0497 -0.1796 -0.3390 1.224 -0.150 -0.159
S -1.6860 -0.0699 -2.0899 -0.666 0.057 -0.016
C 0.2580 0.6952 -0.4077 0.269 -0.164 -0.112
C 1.4786 -0.0151 -0.9959 -0.157 0.659 -0.334
F -0.0041 1.7593 -1.2770 0.080 0.190 0.459
H 2.4666 2.4917 3.3515 -0.067 0.043 0.321
H 1.2744 2.0199 4.5589 0.291 -0.106 0.274
H 2.9171 2.5903 5.0559 -0.057 -0.416 0.074
H 1.0166 -0.1088 4.8184 0.272 -0.120 -0.032
H 2.2750 -1.2710 4.2337 -0.116 0.250 0.211
H 1.9926 -0.3640 1.8922 -0.022 0.144 0.303
H 0.7416 0.7533 2.5757 0.509 -0.060 -0.314
H 0.2555 -2.0132 3.3088 -0.266 0.063 -0.246
H -0.8994 -0.8421 2.7130 0.163 -0.102 -0.152
H -0.0769 -3.1529 1.4523 0.014 0.192 -0.309
H 1.1642 -2.0945 0.8188 -0.344 0.052 -0.293
H 1.2890 -2.7818 -1.2375 -0.408 0.159 -0.083
H 0.3554 -3.8472 -2.2563 -0.108 0.008 0.297
H 0.4699 -4.1415 -0.4900 -0.229 0.045 -0.304
H -3.5350 -2.1449 -1.9966 0.273 -0.124 -0.411
H -3.9831 -3.8358 -1.8872 0.357 -0.094 -0.151
H -2.9369 -3.3107 -3.2356 0.081 0.240 0.192
H -4.5308 0.5154 0.9696 -0.078 -0.096 -0.237
H -4.6887 -2.4808 0.6470 -0.083 0.238 -0.095
H -5.9701 -1.3174 0.1221 0.105 -0.189 0.161
H -6.1851 -2.6373 2.5087 0.050 0.230 0.105
H -5.0946 -1.2672 3.0126 -0.195 -0.523 0.135
H -6.3044 1.3069 2.3225 -0.170 -0.545 -0.381
H -1.4211 2.3095 1.0528 0.037 -0.307 -0.438
H -2.9618 1.7984 1.6953 0.346 -0.206 -0.060
H -2.1078 3.2195 -2.6060 -0.127 -0.060 0.306
H -1.7081 5.5636 -3.0176 -0.008 -0.115 0.202
H -2.0032 7.2806 -1.2508 -0.046 -0.180 -0.044
H -2.7712 6.5444 0.9917 0.015 -0.246 -0.076
H -3.2026 4.1587 1.4151 -0.022 0.190 -0.177
H -3.0231 0.0622 -1.9144 0.449 0.071 0.284
H 0.4853 1.1878 0.5448 -0.130 -0.481 -0.004
H 1.1580 -0.6140 -1.8557 0.238 -0.179 0.289
H 2.1213 0.7775 -1.4029 -0.150 -0.165 0.167
H 2.0849 -0.5554 -0.2682 -0.318 -0.166 -0.179
O 7.8231 0.8410 6.1366 -0.368 1.185 -3.654
P 7.6259 -0.4935 5.4540 0.502 -3.787 6.283
N 6.1994 -0.9659 6.2811 -0.617 0.383 -0.132
C 5.9558 -2.1832 7.0226 0.239 -0.446 -0.297
C 5.0399 -0.0882 6.1935 0.226 0.173 -0.011
N 9.0314 -1.2531 6.0877 0.468 0.151 -0.116
C 9.0653 -2.5075 6.8112 -0.066 -0.451 -0.410
C 10.1105 -0.3865 6.5480 -0.127 0.334 0.047
N 7.4828 -1.8211 4.3095 0.124 2.474 -2.148
C 8.5852 -1.8352 3.3129 0.425 -0.275 0.019
C 6.2310 -1.8289 3.5229 -0.473 -0.196 0.252
H 6.2107 -3.0826 6.4515 0.124 0.002 0.062
H 4.8996 -2.2903 7.2770 -0.031 0.233 -0.130
H 6.5049 -2.1943 7.9684 0.039 -0.117 -0.025
H 4.3859 -0.3753 5.3693 -0.089 -0.031 0.085
H 5.3358 0.9494 6.0274 0.131 -0.063 -0.023
H 4.4544 -0.0995 7.1166 0.100 -0.062 0.052
H 8.7862 -2.3808 7.8639 0.001 -0.036 0.019
H 10.0728 -2.9341 6.7846 0.049 0.153 0.021
H 8.4257 -3.2628 6.3573 -0.173 0.140 0.018
H 9.9204 0.0031 7.5546 0.080 0.069 -0.008
H 10.2482 0.4551 5.8727 -0.104 0.055 0.117
H 11.0581 -0.9312 6.5618 -0.130 -0.205 0.002
H 8.5919 -0.9257 2.7039 -0.041 -0.100 -0.141
H 8.4858 -2.6974 2.6514 -0.207 0.033 0.032
H 9.5564 -1.9269 3.7919 -0.123 0.106 0.212
H 6.0386 -0.8636 3.0454 -0.067 -0.069 -0.125
H 5.3750 -2.0873 4.1457 0.091 0.174 0.185
H 6.2741 -2.5939 2.7466 0.239 0.043 0.005
O -3.8526 0.4804 -4.9568 -1.879 3.147 0.897
P -3.9474 1.1157 -6.3346 3.570 -5.400 -3.378
N -4.8046 -0.1476 -7.1116 -0.726 -0.113 0.285
C -4.4437 -0.8638 -8.3176 0.241 0.375 -0.426
C -6.0957 -0.5349 -6.5634 -0.044 0.171 0.326
N -2.2629 1.0737 -6.6850 0.274 0.265 0.298
C -1.6472 0.4792 -7.8545 -0.078 0.373 -0.474
C -1.3631 0.9900 -5.5490 -0.126 -0.132 0.326
N -4.1554 2.1979 -7.7002 -1.299 1.916 2.478
C -3.5244 3.5262 -7.4778 0.495 0.153 -0.159
C -5.5635 2.4804 -8.0634 -0.308 -0.421 -0.323
H -4.1977 -0.1937 -9.1472 0.121 -0.010 0.040
H -5.2692 -1.4794 -8.6770 -0.138 0.109 0.211
H -3.6032 -1.5416 -8.1449 0.054 0.051 -0.088
H -6.9185 0.0097 -7.0475 -0.078 -0.138 -0.026
H -6.1522 -0.3255 -5.4937 0.120 0.055 -0.026
H -6.2797 -1.6043 -6.6817 0.094 0.004 -0.054
H -1.5481 -0.6083 -7.7568 0.010 -0.016 -0.032
H -0.6450 0.8913 -8.0067 0.007 -0.002 0.163
H -2.1905 0.7106 -8.7686 -0.186 -0.087 0.094
H -1.2805 -0.0402 -5.1781 0.101 0.039 0.128
H -1.7122 1.6245 -4.7359 -0.016 -0.155 0.056
H -0.3621 1.3451 -5.8087 -0.066 -0.042 -0.267
H -3.9702 4.0475 -6.6254 -0.083 0.124 -0.122
H -3.6359 4.1500 -8.3651 -0.188 -0.110 -0.017
H -2.4561 3.4372 -7.2980 -0.056 -0.244 0.069
H -6.1524 2.8055 -7.2023 -0.070 0.116 -0.090
H -6.0410 1.6070 -8.5043 0.109 -0.137 0.180
H -5.6110 3.2582 -8.8249 0.201 0.073 0.104
```
Positions in Å, forces in eV/Å.